This record from the Open Molecules 2025 dataset describes C2H3HgMgO2 as an isolated structure in a non-equilibrium geometry. The level of theory is wB97M-V/def2-TZVPD.

Geometry as XYZ:
```
9
Properties=species:S:1:pos:R:3:forces:R:3
H -2.467210 0.284338 -0.117250 0.21 -0.14 0.92
O -2.032534 0.014588 0.721719 -0.56 -0.06 -0.60
C -0.770408 -0.395736 0.431095 0.51 0.72 -1.31
C 0.116102 0.474846 -0.089711 -1.47 -0.08 0.78
O 1.374011 0.102159 -0.447479 0.55 -0.02 -0.68
Mg 2.145024 -0.025648 -2.211346 0.08 0.01 -0.28
Hg 2.315036 -0.529262 1.383333 0.60 -0.28 0.86
H -0.554629 -1.467919 0.488560 -0.05 0.21 0.35
H -0.125391 1.542635 -0.158923 0.13 -0.35 -0.04
```
Positions in Å, forces in eV/Å.

Summary:
Energy above the lowest of the compared OMol25 structures with the same formula, charge and spin, kJ/mol: 0.00
⟨S²⟩: 2.0053
LUMO energy (spin up / spin down), eV: -3.9 / -7.1
2S+1: 3
HOMO energy (spin up / spin down), hartree: -0.4248 / -0.4752
Total charge: +1

This record from the Open Molecules 2025 dataset describes a 10-piece molecular cluster, C13H46N6O10 overall in a non-equilibrium geometry. The level of theory is wB97M-V/def2-TZVPD.

Geometry as XYZ:
```
75
Properties=species:S:1:pos:R:3:forces:R:3
C 0.314276 -3.141652 3.411766 -0.76 -1.93 -1.92
C -0.874757 -4.199440 3.345731 1.98 1.83 0.43
O -1.918329 -3.635292 2.629153 -1.42 0.53 -1.10
H 1.068640 -3.252524 4.138264 0.52 -0.52 1.29
H 0.046488 -2.130355 3.344639 -1.20 1.49 0.62
H 0.850080 -3.138363 2.472447 0.27 -0.59 -0.50
H -1.225248 -4.387719 4.332330 -0.13 -0.57 0.99
H -0.633728 -5.093579 2.816897 0.89 -0.87 0.15
H -2.304352 -4.287300 2.030971 -0.02 0.44 0.10
C 3.684495 -2.352754 0.886598 -0.77 -0.63 1.47
C 2.535104 -2.733631 -0.024534 -0.38 0.14 1.24
O 1.868779 -1.596488 -0.557459 0.47 -1.04 -1.16
H 4.377891 -1.681192 0.480219 0.69 1.33 -1.05
H 4.283037 -3.223535 1.043023 0.35 -0.97 0.33
H 3.421999 -1.953239 1.876770 -0.34 -0.11 -0.44
H 1.787687 -3.401396 0.504907 0.86 0.63 -0.58
H 2.977017 -3.264462 -0.830321 0.06 -0.67 -1.00
H 1.265223 -1.364994 0.146529 -0.38 1.08 1.21
C -3.652306 0.531955 -0.479031 1.61 0.89 -0.37
C -4.243159 0.138042 -1.773301 0.80 -0.56 -0.56
O -5.579589 -0.243181 -1.514901 -0.88 0.21 -1.79
H -2.648719 0.849198 -0.703330 0.94 -0.18 -0.12
H -3.564136 -0.284054 0.199538 -0.26 -0.57 0.64
H -4.011058 1.430293 -0.032443 -1.21 0.48 0.48
H -3.586212 -0.700857 -2.129892 -0.86 0.23 0.05
H -4.132332 0.901270 -2.575332 -0.38 -0.10 0.61
H -6.066291 -0.084223 -2.355423 0.26 -0.41 1.04
C 0.667719 0.662933 1.168634 2.52 -7.33 4.17
O 1.116145 -0.568716 1.756383 -1.79 5.17 -2.84
N 1.411849 1.536655 0.591018 1.64 1.24 -1.05
N -0.572981 0.970518 1.218450 -5.50 -1.26 2.28
H 2.407366 1.435866 0.431874 0.11 0.12 0.22
H 0.897298 2.359972 0.329106 0.90 0.45 -0.55
H -1.332267 0.519397 1.825740 2.20 -0.27 -1.08
H -0.956791 1.822099 0.873973 0.28 0.66 -0.67
C 1.438306 3.442317 -2.619350 -2.95 3.38 7.97
O 1.523375 3.904511 -1.269995 -0.43 -2.44 -7.05
N 0.305046 3.407502 -3.303081 -5.00 1.86 0.23
N 2.375481 2.967011 -3.298212 5.22 -2.51 -2.86
H -0.553665 3.778277 -2.819400 1.49 -0.46 -0.79
H 0.146876 3.107315 -4.281941 0.90 0.66 1.11
H 3.171726 2.566445 -2.766174 -0.73 0.45 -0.76
H 2.181474 2.578579 -4.241820 0.31 0.46 1.25
C 4.221150 1.285057 -1.189736 -0.97 -1.70 6.00
O 4.331048 1.521265 0.071105 -0.26 -0.10 -3.89
N 4.589680 2.009117 -2.195339 3.40 5.97 -5.00
N 3.611674 0.234067 -1.687095 -2.15 -4.31 0.14
H 4.633298 3.064788 -2.167222 0.77 -1.90 0.65
H 4.741485 1.632331 -3.175670 -0.14 0.47 2.24
H 3.111119 -0.514276 -1.084092 0.70 1.39 -0.98
H 3.467074 0.162244 -2.706146 0.00 -0.06 1.30
C -1.111169 -2.485100 -0.400430 0.07 -0.48 -0.63
O -2.518996 -2.695410 -0.487505 -0.38 0.30 -0.18
H -0.666187 -3.394192 -0.048999 0.46 -0.56 0.63
H -0.781656 -1.660654 0.239159 -0.76 -0.03 0.10
H -0.656537 -2.356952 -1.370752 0.00 0.36 -0.51
H -2.782930 -2.967087 -1.386208 0.48 0.28 0.69
C -0.818708 4.212701 1.003264 -1.27 0.09 0.81
O -1.665371 3.174702 0.395568 -1.43 1.95 0.79
H -1.351838 5.048751 1.440355 -0.87 0.39 -0.75
H -0.048359 4.598393 0.367996 0.16 -0.32 -0.86
H -0.394876 3.883448 1.921155 0.89 -1.20 0.59
H -2.573252 3.168740 0.845519 2.00 0.20 -0.92
C 0.051697 0.635788 -2.415356 -2.81 0.29 2.16
O -0.833591 0.840273 -3.510805 -0.15 -0.48 -0.46
H -0.087507 -0.348532 -1.912859 0.53 0.41 -1.19
H -0.288170 1.313704 -1.598549 0.40 -0.18 -0.28
H 1.008477 0.948924 -2.676726 1.95 -0.32 -0.19
H -0.731157 1.778522 -3.713432 -0.37 -0.65 0.22
C -2.538837 -0.648936 4.141299 1.17 -0.20 1.18
O -2.432623 -1.007410 2.826573 0.38 0.49 -2.03
H -1.562609 -0.737107 4.690618 -0.54 0.16 -0.32
H -3.214386 -1.361674 4.595876 -0.63 0.42 0.80
H -2.821218 0.401756 4.152733 -0.47 -0.10 0.48
H -2.154184 -1.928454 2.756686 -0.05 -0.31 -0.25
```
Positions in Å, forces in eV/Å.

Summary:
Energy above the lowest of the compared OMol25 structures with the same formula, charge and spin, kJ/mol: 558.59
SMILES string: NC(N)=O.NC(N)=O.NC(N)=O.CCO.CCO.CCO.CO.CO.CO.CO
LUMO energy, eV: -0.1
HOMO energy, hartree: -0.3118

This record from the Open Molecules 2025 dataset describes a 6-piece molecular cluster, C39H95Cl2F2N11O10PSSi overall in a non-equilibrium geometry. The level of theory is wB97M-V/def2-TZVPD.

Geometry as XYZ:
```
162
Properties=species:S:1:pos:R:3:forces:R:3
C -0.416832 -4.553009 1.583408 0.37 0.28 -0.53
C 0.191786 -3.792956 0.655334 -0.48 0.02 0.22
C 0.735427 -2.395067 0.884064 -1.73 -0.82 0.28
P 1.704974 -2.434939 2.567339 1.13 1.60 0.10
N 0.492185 -2.419607 3.762960 0.57 -0.96 -0.17
O 2.447094 -3.891735 2.681103 -0.75 0.16 0.15
N -0.357710 -1.462499 1.267144 -0.40 0.88 -1.39
C -1.603883 -1.592464 0.409526 -0.83 -0.52 0.60
C -2.752919 -2.342517 1.089435 0.13 0.44 0.65
O -3.906768 -1.515344 1.107854 0.10 -0.54 0.14
Si -5.090536 -1.890169 2.245730 -1.35 0.01 0.29
C -5.105988 -0.732901 3.716662 0.97 -0.14 -0.47
C -5.011161 -3.652638 2.896436 0.25 -0.03 -0.28
C -6.751107 -1.668314 1.398689 0.77 0.41 0.03
C 0.080666 -0.178072 0.933431 0.54 -1.78 -0.10
N -0.345964 0.907783 1.624385 0.36 0.36 -0.38
C 0.039459 2.278361 1.118935 -0.77 0.09 0.33
Cl -0.726281 2.451672 -0.485652 0.21 -0.02 -0.01
C -0.299872 3.554517 1.907205 -0.46 0.82 -0.23
C -1.708792 4.142366 1.768139 -0.05 -0.18 -0.27
Cl 0.312956 3.549163 3.578582 0.18 -0.24 -0.01
S -1.275615 0.646084 3.015510 -1.83 -0.49 0.79
O -2.101071 1.759309 3.238476 0.54 0.79 -0.26
O -1.879047 -0.619712 3.029843 0.26 0.02 0.01
F -0.176409 0.627369 4.078406 0.59 0.05 0.05
N 0.871568 -0.279177 -0.133928 2.53 1.25 0.74
N 1.836828 0.648719 -0.568366 -0.30 0.29 -0.54
C 1.466338 -1.654689 -0.291282 0.65 -1.79 0.28
C 1.319114 -2.187782 -1.734919 -1.20 0.70 -0.48
C 0.255859 -1.482410 -2.621781 0.87 -1.17 -0.44
C 0.617438 -1.645398 -4.092911 -0.65 1.31 0.10
F 0.239701 -2.874389 -4.586525 0.40 -0.36 0.08
C 3.001088 -1.695910 -0.044596 -0.18 0.49 -0.31
C 3.584894 -3.120245 0.000116 0.49 0.07 0.30
O 4.088557 -3.522949 -1.276519 -0.35 0.44 -0.05
C 4.798864 -3.119732 0.938883 0.33 -0.09 -0.59
N 5.878529 -2.240231 0.471498 -0.33 0.08 0.35
H -0.307037 -5.626750 1.494776 -1.02 -0.09 -0.39
H -0.983698 -4.146849 2.411232 0.64 -0.04 0.49
H 0.236883 -4.244195 -0.330217 1.15 -0.21 0.13
H 0.941204 -2.059851 4.599714 -0.14 0.18 0.03
H 0.156648 -3.351626 4.003422 -0.39 0.16 -0.01
H 1.859150 -4.508278 3.140330 0.18 -0.37 -0.21
H -1.979979 -0.591682 0.196919 -0.06 0.01 -0.12
H -1.367725 -2.082607 -0.530286 0.37 0.19 -0.09
H -2.448074 -2.523113 2.120915 0.12 -0.33 -0.14
H -2.944076 -3.300212 0.604304 -0.10 0.02 -0.14
H -4.322331 -0.980248 4.435440 0.02 -0.08 0.08
H -6.058554 -0.735046 4.239628 -0.13 0.07 -0.12
H -4.863789 0.268427 3.354970 -0.40 -0.14 0.04
H -5.555313 -3.723675 3.837794 -0.09 0.19 0.06
H -5.512894 -4.329224 2.203477 0.14 -0.11 -0.08
H -4.007707 -4.027749 3.098911 0.05 -0.07 -0.05
H -7.500336 -2.241861 1.939728 -0.18 -0.05 -0.12
H -6.998971 -0.607109 1.460859 -0.21 0.04 0.04
H -6.725081 -1.916512 0.339437 -0.18 -0.29 0.00
H 1.110562 2.288119 1.027249 0.20 -0.18 -0.30
H 0.327917 4.301608 1.426716 0.32 -0.20 -0.12
H -1.904820 4.840451 2.573711 -0.05 -0.12 0.22
H -1.755551 4.716532 0.846045 0.08 0.04 -0.08
H -2.482210 3.388083 1.700250 -0.11 0.03 0.27
H 1.528110 1.308971 -1.263571 -0.34 0.12 0.16
H 2.412308 1.050303 0.150417 -0.01 -0.05 0.16
H 1.083834 -3.248363 -1.766254 0.09 -0.10 0.25
H 2.269731 -2.107314 -2.251034 0.19 0.11 0.15
H 0.185313 -0.407575 -2.472996 -0.18 0.02 0.37
H -0.698841 -1.992869 -2.513609 -0.35 0.48 0.17
H 0.052945 -0.886679 -4.638480 -0.08 -0.13 -0.26
H 1.670100 -1.421343 -4.266359 0.19 -0.51 -0.10
H 3.519598 -1.201173 -0.860495 -0.15 0.12 -0.13
H 3.287242 -1.136231 0.842608 -0.08 -0.15 0.25
H 2.856386 -3.866922 0.315419 -0.04 0.07 0.27
H 3.634905 -4.323755 -1.541859 0.08 -0.11 -0.28
H 5.178990 -4.141475 0.943733 -0.09 -0.11 0.27
H 4.527997 -2.809368 1.942092 -0.09 -0.21 0.17
H 5.771128 -1.960376 -0.493455 0.10 -0.13 -0.08
H 5.917037 -1.416268 1.052705 0.13 0.16 -0.17
C -6.065753 3.581597 7.627677 0.00 -0.02 0.17
C -7.236715 3.092946 6.781194 0.28 0.15 -0.09
C -6.929736 1.816492 5.984444 -0.28 -0.09 0.00
O -6.133974 2.017365 4.830502 0.14 -0.03 0.14
C -4.739568 2.078092 5.061500 -0.12 0.36 -0.12
N -7.685244 4.188171 5.917164 -0.09 -0.21 -0.10
H -5.294642 4.060669 7.024357 -0.02 -0.03 -0.05
H -6.409729 4.318390 8.352662 -0.02 0.03 -0.05
H -5.608081 2.758246 8.180260 0.01 0.00 -0.02
H -8.054133 2.850431 7.466345 -0.04 -0.06 -0.05
H -7.876696 1.414085 5.614640 0.01 0.02 -0.06
H -6.484846 1.043654 6.625479 0.08 0.06 0.04
H -4.430996 1.409760 5.871530 -0.01 0.03 0.03
H -4.423195 3.101493 5.280933 0.07 -0.04 0.16
H -4.242195 1.769025 4.147097 -0.02 0.14 0.13
H -8.527196 3.902027 5.425422 -0.08 0.08 0.09
H -6.995715 4.298275 5.178457 0.05 0.09 0.05
C 3.575587 -6.713107 -4.132573 -0.05 -0.01 0.12
C 2.701536 -5.689863 -4.852724 0.24 -0.17 -0.04
C 2.190292 -6.175598 -6.216824 -0.28 0.14 -0.02
O 3.151346 -6.132587 -7.250665 0.01 -0.13 0.07
C 4.029098 -7.243675 -7.310518 0.09 0.16 -0.13
N 3.428435 -4.422563 -4.964272 -0.18 0.08 -0.01
H 4.573045 -6.779376 -4.564579 -0.01 0.02 -0.04
H 3.700000 -6.435129 -3.084315 0.04 0.03 -0.01
H 3.122788 -7.705722 -4.160110 0.01 0.00 -0.02
H 1.823074 -5.514649 -4.222383 -0.09 0.02 -0.12
H 1.392185 -5.499579 -6.535284 0.04 0.03 -0.03
H 1.747070 -7.177290 -6.143721 0.09 -0.04 0.06
H 3.527241 -8.170682 -7.020070 0.00 0.00 0.05
H 4.910630 -7.085802 -6.684649 -0.02 -0.12 0.06
H 4.367604 -7.338778 -8.341342 -0.05 0.02 -0.01
H 2.801814 -3.724298 -5.355724 -0.03 0.01 0.06
H 4.139336 -4.544486 -5.680839 0.09 0.01 0.08
C 4.753576 4.511341 -2.434387 -0.06 0.12 -0.03
C 5.017448 3.955361 -1.040273 0.02 0.05 -0.33
C 6.353693 3.217381 -0.905745 0.14 0.01 0.25
O 6.359898 1.912753 -1.458520 -0.04 0.09 -0.07
C 6.592533 1.848835 -2.856024 -0.05 -0.21 0.06
N 3.892437 3.093887 -0.646993 -0.23 -0.25 0.26
H 4.477540 3.731058 -3.144198 0.05 -0.05 0.02
H 3.930667 5.225778 -2.405710 -0.02 -0.03 0.02
H 5.632451 5.030482 -2.818488 0.02 -0.02 0.01
H 5.050158 4.806566 -0.355429 0.04 -0.06 0.08
H 6.556361 3.078190 0.160190 0.00 -0.05 -0.01
H 7.179751 3.814953 -1.307199 -0.07 0.06 -0.08
H 7.286895 2.626033 -3.184791 -0.04 0.05 0.00
H 5.657524 1.924479 -3.417107 0.05 0.11 -0.08
H 7.031388 0.875344 -3.071607 0.03 0.01 0.05
H 4.037053 2.806077 0.319302 0.08 0.08 0.01
H 3.989195 2.230467 -1.179530 0.09 0.03 -0.05
C 10.664339 8.431840 -1.346041 0.04 0.16 -0.04
C 9.851626 7.584178 -2.319042 0.12 -0.07 0.31
C 8.376440 7.433491 -1.920230 -0.08 -0.03 -0.30
O 8.138512 6.514152 -0.867427 -0.09 0.12 0.06
C 8.328026 7.035013 0.437031 0.01 -0.26 0.03
N 10.514519 6.287291 -2.484456 -0.27 -0.05 -0.08
H 10.896710 7.893882 -0.427197 -0.04 -0.04 -0.01
H 11.612906 8.715960 -1.799727 0.01 -0.06 -0.01
H 10.132781 9.348506 -1.082658 -0.01 -0.01 0.02
H 9.867520 8.094099 -3.286555 -0.08 -0.03 -0.03
H 7.834909 7.031412 -2.781617 0.00 -0.06 0.03
H 7.923901 8.405689 -1.687077 0.08 0.03 0.07
H 8.036624 8.086651 0.498806 0.05 0.03 -0.02
H 9.363118 6.915537 0.763093 0.01 0.15 0.03
H 7.700043 6.457545 1.116384 -0.04 0.01 -0.04
H 10.035893 5.756958 -3.207431 0.11 0.04 -0.09
H 10.353968 5.748787 -1.637216 0.13 0.03 0.04
C -11.854618 -0.719092 -1.616307 -0.13 0.03 0.10
C -11.234983 -2.111872 -1.568380 0.09 0.27 -0.18
C -9.918106 -2.172611 -0.780713 -0.05 -0.28 0.10
O -8.792803 -1.658141 -1.468829 -0.01 0.12 0.11
C -8.639720 -0.253019 -1.405644 0.14 -0.07 -0.20
N -11.082568 -2.609222 -2.938416 0.15 -0.14 0.14
H -11.330460 -0.059897 -2.307992 0.05 -0.03 0.00
H -12.888643 -0.780878 -1.953525 0.02 -0.03 -0.05
H -11.852977 -0.252678 -0.628848 0.02 0.01 -0.01
H -11.943779 -2.765579 -1.051662 0.06 -0.05 0.03
H -9.684964 -3.224733 -0.594445 0.05 0.00 -0.05
H -10.017956 -1.690872 0.201099 -0.03 0.09 -0.04
H -8.968888 0.149486 -0.443479 -0.07 -0.01 -0.01
H -9.176800 0.239968 -2.219140 -0.07 0.09 0.10
H -7.578722 -0.032230 -1.529540 0.01 -0.04 0.03
H -10.765377 -3.574180 -2.909752 -0.13 -0.04 -0.03
H -10.306079 -2.108642 -3.362432 -0.07 0.07 -0.06
```
Positions in Å, forces in eV/Å.

Summary:
LUMO energy, eV: -3.3
HOMO energy, hartree: -0.3827
Total charge: +1

We obtain E_tot values of -581.6534; -1603.6623; -5046.4366 Ha for the records listed above, in that order.